(1)
{"formula": "C6H12S2", "method": "the ωB97M-V functional and the def2-TZVPD basis", "elements": ["C", "C", "C", "C", "C", "C", "H", "H", "H", "H", "H", "H", "H", "H", "H", "H", "H", "H", "S", "S"], "xyz": [[-0.354897, 0.488429, 3.142924], [0.162939, 1.386197, 0.846158], [0.169430, -0.184945, -1.728038], [-0.559781, -0.994840, -2.385507], [-1.056542, -2.334341, -1.804381], [-1.127994, -0.502855, -3.681096], [-0.393697, -0.569760, 2.920450], [-1.163582, 1.038116, 2.669332], [-0.633559, 0.603879, 4.357074], [0.550942, 2.267333, 0.132689], [-0.810730, 1.645069, 0.702416], [0.437751, 0.847214, -2.156398], [-0.830455, -3.205460, -2.414708], [-0.939378, -2.492246, -0.670553], [-2.199932, -2.252024, -1.798125], [-0.982208, -1.395824, -4.402926], [-2.260669, -0.192705, -3.346468], [-0.617524, 0.391670, -4.106960], [1.025224, 1.244039, 2.459722], [0.627532, -0.233485, 0.151142]], "forces_ev_per_a": [[-3.0395, -0.4388, 4.1869], [4.8235, 1.2617, -2.9289], [2.5965, 4.7702, 3.8264], [-1.5469, -2.5393, -0.2669], [-2.4488, 1.0752, 1.2160], [-1.5229, -0.9994, -0.3484], [-0.2087, -0.1633, -0.0346], [-0.5072, -0.5857, 0.3121], [1.4291, -0.1236, -3.1581], [0.3157, -1.8091, 1.6905], [-3.2585, 0.0181, 1.0629], [-0.3035, -1.6483, 0.6558], [0.3042, -0.0017, 0.1568], [0.8106, 0.2937, -1.8871], [1.1892, -0.1947, -0.4939], [-1.1276, 1.6552, 0.6162], [2.4736, -1.0446, -1.6116], [-0.3603, -0.7122, 0.5199], [0.6608, 1.8089, -1.0864], [-0.2795, -0.6224, -2.4275]], "mulliken_charge": [-0.6952, -0.7249, -0.6021, 0.8433, -1.0293, -1.0338, 0.2935, 0.2423, 0.2684, 0.3300, 0.4232, 0.1709, 0.2940, 0.2882, 0.2624, 0.2681, 0.2318, 0.3522, -0.1069, -0.0762], "max_force_ev_per_a": 6.6, "total_charge": 0, "homo_lumo_gap_ev": 9.04, "total_energy_ha": -1032.05936, "e_homo_ha": -0.30028, "relative_energy_kcal_mol": 81.5}

***

(2)
{"formula": "C6H12S2Si", "method": "the ωB97M-V functional and the def2-TZVPD basis", "elements": ["C", "C", "C", "C", "C", "C", "Si", "S", "S", "H", "H", "H", "H", "H", "H", "H", "H", "H", "H", "H", "H"], "xyz": [[0.349230, -1.429881, -3.120620], [-1.025125, -1.476440, -3.127515], [1.359297, 0.280546, -1.062744], [-0.641110, -1.270074, 0.520763], [-1.109500, 1.761417, 0.250949], [1.429930, 0.923009, 1.794967], [0.175175, 0.408813, 0.379925], [1.531174, -0.384216, -2.623708], [-2.027124, -0.381377, -2.386245], [0.716672, -1.902723, -4.044454], [-1.486534, -2.222173, -3.743995], [2.210318, 0.944058, -1.120226], [0.166498, -2.025043, 0.217379], [-1.183882, -1.416909, 1.438916], [-1.302622, -1.367491, -0.264242], [-1.105843, 2.336745, 1.103175], [-0.781808, 2.310070, -0.764538], [-2.129963, 1.512240, -0.059462], [1.148255, 0.749802, 2.835456], [2.510125, 0.381673, 1.651526], [1.590025, 2.025075, 1.639740]], "forces_ev_per_a": [[1.2638, -0.6571, -2.0572], [-1.4722, 1.5250, 1.3219], [0.3560, -0.3150, -3.2870], [3.0080, -0.3263, 0.3508], [0.6101, -0.3079, -4.7993], [1.9674, -0.6349, -1.3698], [-0.1966, -0.6434, 1.1602], [-0.8666, 0.4924, 2.8606], [0.0160, -0.2600, -0.2154], [0.4117, -0.1625, 0.5717], [-0.0023, -0.4468, -0.3381], [0.3510, 0.3395, 0.6819], [-1.0424, 0.5620, 1.1964], [0.2344, -0.4675, 0.5083], [-1.6659, 0.0663, -1.6061], [0.0528, 1.7852, 1.6851], [-0.4380, -0.4381, 2.5020], [0.2315, -0.5147, 0.5139], [-0.2436, 0.0137, -0.1986], [-2.6064, 1.2932, 0.2396], [0.0313, -0.9029, 0.2788]], "mulliken_charge": [-0.3399, -0.1688, -0.2955, -0.8185, -1.0678, -1.0548, 0.2746, 0.0837, -0.2830, 0.2685, 0.3470, 0.3241, 0.2131, 0.3693, 0.2318, 0.4542, 0.2703, 0.3380, 0.3480, 0.2374, 0.2683], "max_force_ev_per_a": 4.8, "total_charge": 0, "homo_lumo_gap_ev": [6.51, 6.47], "total_energy_ha": -1321.57772, "e_homo_ha": [-0.29269, -0.29240], "relative_energy_kcal_mol": 39.8}

***

(3)
{"formula": "C6H12Si", "method": "the ωB97M-V functional and the def2-TZVPD basis", "elements": ["C", "C", "C", "C", "C", "C", "Si", "H", "H", "H", "H", "H", "H", "H", "H", "H", "H", "H", "H"], "xyz": [[-1.395266, -1.916576, -1.724671], [-0.931079, 2.700173, -0.667128], [-1.186636, -1.946209, -0.399608], [-0.536985, 1.746968, 0.236658], [2.050754, 0.545388, 1.492913], [0.096205, -1.831699, 0.370487], [0.797888, 0.417107, 0.025015], [-2.374242, -1.884154, -2.166582], [-0.539385, -1.766210, -2.356292], [-1.636122, 3.435354, -0.461196], [-0.386336, 2.572013, -1.560820], [-2.094426, -2.219774, 0.149419], [-0.981823, 1.965697, 1.211353], [2.799198, -0.319997, 1.452668], [2.527463, 1.511157, 1.448936], [1.494145, 0.304147, 2.465667], [0.960790, -2.517117, 0.280435], [-0.115040, -1.697330, 1.430797], [1.450899, 0.901060, -1.228052]], "forces_ev_per_a": [[0.9852, 0.5689, 1.0266], [2.4502, -3.7746, 1.4465], [-0.5755, -1.3617, -0.6753], [-1.0826, 1.6205, 0.0211], [-0.8108, -2.3094, 0.2459], [0.3960, 3.2399, -0.5030], [-0.0813, -1.5417, 1.4385], [-0.2025, -0.3793, -0.0076], [0.1689, 0.1451, -0.5310], [-0.9533, 1.2534, 0.1627], [-0.1108, 0.6770, -1.6071], [0.3058, 0.5296, 0.4051], [0.0318, -0.7647, 0.1746], [-0.7497, 1.3688, -0.2706], [0.2819, 0.2298, 0.4742], [0.6874, 0.9007, -1.2265], [-0.6845, 0.3765, -0.5295], [0.0142, -0.1399, 0.0312], [-0.0703, -0.6389, -0.0758]], "mulliken_charge": [-0.7342, -0.6602, 0.0115, -0.2328, -0.9656, -0.9396, 0.5665, 0.2615, 0.2554, 0.3156, 0.2074, 0.2610, 0.3100, 0.2546, 0.3394, 0.2667, 0.3740, 0.3132, -0.2045], "max_force_ev_per_a": 4.7, "total_charge": 0, "homo_lumo_gap_ev": 9.28, "total_energy_ha": -525.19100, "e_homo_ha": -0.31123, "relative_energy_kcal_mol": 69.0}